Computed, not measured: a molecular structure, C20H19N5O2Pd at a distorted geometry, with the ωB97M-V functional and the def2-TZVPD basis.

```
47
C20H19N5O2Pd (the ωB97M-V functional and the def2-TZVPD basis)
N 3.1956 -2.4791 0.4414
C 3.1760 -3.5689 0.0375
C 3.2580 -4.9409 -0.4326
H 4.1235 -5.0467 -1.1012
H 2.3527 -5.2240 -0.9862
H 3.3771 -5.6133 0.4290
N -4.0903 -0.6567 0.0673
C -5.0981 -0.6960 0.6412
C -6.3666 -0.7543 1.3364
H -6.9024 -1.6645 1.0445
H -6.9692 0.1236 1.0777
H -6.2041 -0.7727 2.4193
N 2.2586 3.2968 -0.7349
C 1.9321 4.0950 -1.5157
C 1.6260 5.1491 -2.4694
H 1.1636 5.9976 -1.9413
H 0.9490 4.7828 -3.2546
H 2.5562 5.4833 -2.9526
Pd -1.1468 -0.3646 -0.8583
C -1.0816 1.4509 -0.1127
O -1.1633 2.5225 0.2988
C -0.5751 -1.6491 0.5181
O -0.3501 -2.4511 1.3076
C -0.9072 -2.0549 -2.3521
C 0.1806 -1.2318 -2.6930
C -0.0410 0.1127 -2.9634
C -1.3476 0.6246 -2.8895
C -2.4376 -0.2569 -2.8372
C -2.2178 -1.5990 -2.5682
H -0.7432 -3.0662 -1.9770
H 1.1907 -1.6436 -2.6538
H 0.7890 0.7945 -3.1451
H -1.5250 1.6960 -2.9334
H -3.4441 0.1419 -2.9011
H -3.0460 -2.2843 -2.4138
N 3.1307 1.8106 6.4163
C 2.7297 1.5287 5.3488
C 2.2180 1.1790 4.0358
C 1.7789 2.1715 3.1540
C 1.3576 1.7794 1.8730
N 1.2237 0.5074 1.5236
C 1.7194 -0.4292 2.3203
C 2.1598 -0.1565 3.6253
H 1.7550 3.2261 3.4255
H 1.1790 2.5542 1.1294
H 1.8336 -1.4425 1.9390
H 2.4434 -0.9814 4.2772
```

Computed properties:
* E_HOMO (alpha / beta): -20.8 / -21.6 eV
* <S²>: 6.047
* total charge: +4
* spin multiplicity: 5
* total energy: -36020.04354 eV
* relative energy (zero: lowest compared OMol25 entry of this formula, charge and spin): 36.8 kcal per mole
* Kohn-Sham gap (alpha / beta): 5.890 / 2.846 eV
* maximum force: 6.0 eV Å⁻¹

How is the electron density shared among the atoms? According to natural (NBO), the charges in e are: -0.495 0.407 -0.752 0.304 0.267 0.299 -0.541 0.471 -0.756 0.301 0.299 0.290 -0.495 0.406 -0.752 0.293 0.269 0.308 0.752 0.515 -0.347 0.517 -0.345 -0.237 -0.129 -0.130 -0.193 -0.130 -0.115 0.291 0.297 0.295 0.280 0.309 0.310 0.219 0.393 -0.119 0.072 0.220 -0.376 0.217 0.080 0.312 0.305 0.305 0.310